No. 1
Molecular formula: C4H7ClNO2
Method: DFT, ωB97M-V/def2-TZVPD

The geometry in XYZ format:
```
15
Properties=species:S:1:pos:R:3:forces:R:3
C 0.98297 1.20284 -0.15444 -0.1670 1.3041 1.3481
C 1.47570 -0.22243 0.06330 2.0094 -1.4665 -0.1887
C -1.52023 1.18693 -0.86504 0.5823 3.9683 4.3014
C -0.34829 -1.68244 0.87644 3.5907 -1.7100 3.1887
N -0.39428 0.77091 -0.11333 -2.4116 6.0984 -1.6038
O 1.44622 2.30876 -0.21366 -0.8412 -2.0436 -0.2828
O 0.16904 -0.79301 -0.13548 2.5419 -5.6545 0.4808
Cl 2.82409 -0.63450 -1.08066 -1.4915 0.1403 0.6009
H 1.84051 -0.58577 1.04712 -0.2060 0.9702 -0.4117
H -1.42283 1.11009 -1.85365 0.4553 -1.5602 -4.1905
H -2.46185 0.95363 -0.43341 -0.7080 -0.9736 0.2067
H -1.46932 2.30143 -0.81646 -0.3079 -0.1828 0.2174
H 0.29023 -1.68622 1.92736 -1.4652 0.9965 -2.4680
H -1.36906 -1.54346 1.14868 -0.7294 0.3454 -0.5504
H -0.04289 -2.68676 0.60321 -0.8519 -0.2320 -0.6480
```
Forces are in eV/Å.

Its multiplicity is 3. The total charge is +1. The LUMO energy (alpha / beta) comes out at -0.1689 / -0.3072 Eh. The highest occupied orbital energy (alpha / beta) is -0.4963 / -0.5784 hartree.

Atomic partial charges in e from the Mulliken method, atoms 1 to 2: C 0.311; C 0.221

No. 2
Molecular formula: C4H10ClN2
Method: DFT, ωB97M-V/def2-TZVPD

The geometry in XYZ format:
```
17
Properties=species:S:1:pos:R:3:forces:R:3
C -1.85200 1.41330 -0.58454 -3.3644 2.6962 0.1496
N -1.21551 0.54999 0.31041 2.5635 0.8734 1.4229
C 0.23165 0.62026 0.27912 5.2199 -3.2484 -0.3653
C 1.13665 -0.50580 0.16827 -2.7312 3.7248 -0.0290
C 0.39469 -1.73953 -0.04745 -0.4896 -1.6943 -0.3520
N 2.52329 -0.65051 -0.02930 0.2000 1.8442 0.7208
Cl 3.65917 0.74431 0.07692 -1.5670 -0.9244 -0.0638
H -1.70448 2.39312 -0.17988 0.0907 0.8879 -0.3576
H -1.46301 1.34097 -1.52562 0.9345 -0.2347 -2.4914
H -2.95802 1.25510 -0.57598 0.8841 -0.1015 -0.0857
H -1.64917 -0.28772 0.17857 -0.7901 -3.6355 0.3231
H -1.37883 0.95080 1.20575 -0.9635 -0.4770 1.4379
H 0.57339 1.57693 0.55263 0.3406 1.1042 -0.0078
H 1.07297 -2.54613 -0.12151 0.7508 -1.0799 -0.3451
H -0.14472 -1.71254 -1.00554 0.0710 -0.0560 0.2900
H -0.25618 -2.05903 0.76363 -0.2610 0.3993 0.1206
H 3.03011 -1.34352 0.53452 -0.8884 -0.0782 -0.3672
```
Forces are in eV/Å.

Its SMILES is C[NH2+]/C=C(\C)NCl. The total charge is +1. The LUMO energy comes out at -0.1230 Eh. The highest occupied orbital energy is -0.4805 hartree. The energy above the lowest of the compared OMol25 structures with the same formula, charge and spin is 77.1 kcal/mol.

Atomic partial charges in e from the Mulliken method, atoms 1 to 2: C -0.998; N 0.014

No. 3
Molecular formula: C57H53N6O7PSW
Method: DFT, ωB97M-V/def2-TZVPD

The geometry in XYZ format:
```
126
Properties=species:S:1:pos:R:3:forces:R:3
W 0.13386 -0.01969 0.52161 -1.2222 -2.3990 -1.4497
C -1.97686 -3.71449 2.12355 0.0099 -0.0495 -0.0100
O -2.59612 -4.25734 0.96328 -0.0264 0.0686 -0.0459
C -2.15096 -3.92458 -0.28858 0.0462 -0.0942 0.0374
C -2.57072 -4.80788 -1.26790 0.0706 0.0407 0.0265
C -2.26896 -4.62428 -2.61431 -0.0339 -0.0189 -0.0342
C -1.51321 -3.53274 -2.97136 0.0299 -0.0069 -0.0026
C -1.07743 -2.62078 -2.00338 -0.0887 -0.0897 0.1548
C -0.32913 -1.47921 -2.45114 0.1545 0.2383 0.1121
N 0.18647 -0.55810 -1.70950 0.2039 0.0283 -0.0513
N 0.75940 0.45225 -2.51915 0.1403 -0.0413 -0.1011
C 0.64300 1.57678 -1.88957 -0.2628 -0.1534 0.2449
O 0.09116 1.66873 -0.73575 0.3813 0.8243 -0.3508
C 1.17614 2.83151 -2.47438 -0.0570 0.1010 -0.0839
C 1.27086 3.95210 -1.65314 -0.0389 -0.0274 0.0151
C 1.76419 5.14248 -2.16768 0.0238 0.0251 -0.0439
C 2.15365 5.22227 -3.49797 -0.0393 -0.0098 0.0299
C 2.05341 4.10351 -4.31826 0.0206 0.0262 -0.0178
C 1.56690 2.91080 -3.80836 0.0432 -0.0405 0.0367
C -1.40081 -2.75452 -0.62887 0.1141 0.2697 -0.1764
O -1.08980 -1.83919 0.24180 0.0039 -0.2070 0.2895
H -2.16028 -4.43885 2.91936 -0.0037 0.0037 0.0022
H -2.42602 -2.76122 2.38755 0.0273 0.0441 0.0167
H -0.90771 -3.57582 1.98634 0.0498 -0.0159 -0.0134
H -3.16044 -5.65555 -0.93994 -0.0029 -0.0055 0.0153
H -2.62156 -5.32851 -3.35717 0.0115 -0.0141 0.0059
H -1.24427 -3.36050 -4.00803 0.0017 0.0274 0.0013
H -0.19781 -1.35239 -3.52478 -0.0257 -0.0192 0.0117
H 0.93943 3.87495 -0.62318 0.0193 0.0015 0.0051
H 1.83884 6.01119 -1.52580 -0.0101 0.0060 0.0143
H 2.52424 6.15818 -3.89971 0.0297 -0.0072 0.0012
H 2.35619 4.16699 -5.35693 -0.0098 -0.0111 -0.0106
H 1.48147 2.02529 -4.42471 -0.0017 0.0042 -0.0195
C -4.26933 -1.59547 -0.29704 0.0792 -0.0438 -0.0345
C -4.96776 -0.28547 -0.45462 0.0206 -0.0187 0.0166
C -6.28850 -0.29298 -0.90280 -0.0092 0.0155 0.0205
C -7.00652 0.87647 -1.07464 0.0168 0.0003 0.0019
C -6.39784 2.08163 -0.76537 -0.0161 0.0048 -0.0091
C -5.08468 2.09789 -0.32072 0.0676 0.0389 0.0009
C -4.32705 0.92957 -0.17821 0.0641 -0.0465 -0.0427
P -2.54713 1.00762 0.47420 -0.3796 0.2342 0.2810
C -2.35449 2.82364 0.27870 0.0588 -0.0737 0.0001
C -2.26472 3.67060 1.37345 -0.0406 0.0138 0.0368
C -2.08116 5.03636 1.19886 -0.0271 0.0034 0.0010
C -1.98475 5.56242 -0.07776 -0.0289 -0.0375 0.0038
C -2.06777 4.71550 -1.17592 -0.0015 0.0126 0.0183
C -2.25289 3.34775 -1.02011 -0.0480 -0.0233 -0.0123
C -2.38152 2.49316 -2.25606 -0.0144 0.0196 0.0458
C -2.92596 0.61196 2.22135 0.0645 -0.0522 -0.0220
C -4.11802 1.05421 2.80165 -0.0332 0.0057 0.0335
C -4.51714 0.62718 4.05222 -0.0025 0.0141 -0.0133
C -3.71844 -0.28633 4.73168 0.0153 -0.0177 0.0036
C -2.53226 -0.71112 4.17071 0.0091 0.0302 0.0403
C -2.07425 -0.25771 2.92284 -0.0258 0.0470 -0.0039
C -0.67770 -0.67175 2.51894 0.3706 0.5145 0.0833
H -4.97759 -2.40044 -0.09950 -0.0007 -0.0155 0.0161
H -3.53644 -1.56956 0.50830 0.0345 -0.0352 0.0018
H -3.73920 -1.84089 -1.21872 0.0777 -0.0555 0.0026
H -6.75497 -1.24951 -1.11255 0.0037 -0.0112 -0.0049
H -8.02871 0.84626 -1.43352 -0.0123 -0.0026 0.0146
H -6.94068 3.01439 -0.86248 0.0055 0.0107 0.0089
H -4.65127 3.05352 -0.06214 0.0573 0.0112 -0.0433
H -2.28026 3.25776 2.37508 0.0049 0.0018 -0.0179
H -1.97513 5.67092 2.06924 0.0200 -0.0034 0.0016
H -1.82611 6.62458 -0.22502 0.0191 0.0136 0.0017
H -1.96414 5.11709 -2.17907 -0.0047 0.0069 -0.0114
H -1.73310 2.87448 -3.04700 0.0097 -0.0024 -0.0166
H -3.41129 2.50207 -2.62488 -0.0058 -0.0128 -0.0003
H -2.10884 1.45396 -2.07081 0.0286 -0.0235 0.0000
H -4.75135 1.74272 2.25528 0.0027 -0.0089 0.0001
H -5.44172 0.98898 4.48623 -0.0037 0.0053 -0.0016
H -4.01636 -0.65324 5.70803 0.0006 -0.0010 0.0042
H -1.89267 -1.39066 4.72433 0.0067 -0.0086 -0.0046
H -0.52419 -1.70656 2.82884 0.0141 -0.0742 -0.3065
H -0.05249 -0.11211 3.22289 -0.0843 -0.0668 0.0463
N 7.22745 1.57981 -1.15411 -0.0235 -0.0066 -0.0143
C 8.45842 2.16849 -0.99042 -0.0264 0.0619 0.0469
C 9.66991 2.03078 -1.65568 0.0278 0.0048 -0.0074
C 10.72462 2.80463 -1.20290 -0.0276 -0.0103 -0.0060
C 10.57111 3.68407 -0.12170 0.0170 0.0095 0.0120
C 9.36113 3.81731 0.53411 -0.0087 -0.0061 -0.0020
C 8.28520 3.05045 0.09146 0.0548 -0.0581 -0.0611
N 6.98744 2.99032 0.55606 -0.0557 -0.0199 -0.0118
C 6.38711 2.11203 -0.20402 0.0834 0.0603 0.0066
C 4.98498 1.70137 -0.09852 -0.2682 -0.0379 0.0856
C 4.46260 0.66095 -0.85924 0.1142 0.0982 -0.0623
C 3.14752 0.28573 -0.68350 -0.1595 -0.1006 -0.0089
N 2.32137 0.87316 0.18916 0.4497 0.1113 0.4086
C 2.80811 1.91624 0.88069 -0.2267 0.0691 -0.2335
C 4.11979 2.34291 0.77706 0.2150 0.0246 -0.0941
H 6.96275 0.91611 -1.85853 0.0039 -0.0014 0.0122
H 9.78998 1.35206 -2.49057 -0.0059 -0.0080 0.0001
H 11.68616 2.72844 -1.69466 0.0078 0.0035 0.0076
H 11.42099 4.26976 0.20590 0.0048 -0.0013 -0.0101
H 9.23988 4.49395 1.36949 -0.0107 0.0039 0.0027
H 5.05668 0.11014 -1.57756 -0.0234 -0.0355 0.0099
H 2.73413 -0.53176 -1.25342 0.0151 0.0312 0.0390
H 2.12845 2.45338 1.52099 0.1537 -0.0688 -0.1259
H 4.46345 3.17250 1.37770 -0.0273 -0.0049 0.0195
C 1.37889 -5.21865 0.51295 0.0532 0.0047 0.0387
N 2.12943 -4.74765 -0.63222 -0.0399 0.0516 0.0616
C 3.44586 -5.34317 -0.64557 -0.0241 0.0058 -0.1073
C 2.06114 -3.28264 -0.79623 0.0605 0.0382 -0.0581
C 2.57170 -2.44080 0.35981 -0.1502 -0.0673 0.0120
C 3.92969 -2.59034 0.66352 -0.0205 -0.0589 0.1056
C 4.51034 -1.99655 1.77198 -0.0313 -0.0070 -0.0001
C 3.69127 -1.27006 2.62111 0.0307 -0.0110 -0.0171
C 2.36263 -1.05947 2.27658 -0.0300 -0.0134 0.0430
C 1.75826 -1.53413 1.08953 0.1559 0.2918 0.4357
H 1.41306 -6.31122 0.53728 -0.0233 -0.0045 -0.0055
H 0.34081 -4.91667 0.41784 -0.1760 0.1003 0.0237
H 1.77404 -4.84002 1.46929 -0.0260 0.0001 0.0086
H 3.33558 -6.42656 -0.75589 0.0125 -0.0068 -0.0118
H 4.03404 -5.15770 0.26534 0.0007 -0.0629 0.0107
H 4.01389 -4.97239 -1.50262 0.0191 0.0207 0.0085
H 1.02075 -3.03768 -0.96294 -0.0518 -0.0293 -0.0597
H 2.60834 -3.05652 -1.72064 -0.0171 0.0431 -0.0110
H 4.55333 -3.17066 -0.00597 0.0129 0.0211 -0.0006
H 5.57106 -2.11034 1.96940 0.0096 0.0036 -0.0040
H 4.08881 -0.80906 3.51865 -0.0085 0.0142 0.0071
H 1.80297 -0.39727 2.92555 0.0727 -0.0403 -0.0683
O 1.52024 1.70903 3.52685 -0.1453 0.0044 0.0644
S 0.36118 2.40136 2.96012 -0.0422 -0.1323 -0.1219
O -0.81690 2.34994 3.81057 -0.0224 -0.0148 0.0599
O -0.02000 1.64386 1.61784 0.1332 0.8072 0.7757
O 0.68694 3.74961 2.49921 0.0920 0.0548 0.0467
```
Forces are in eV/Å.

The total charge is -2. The LUMO energy (alpha / beta) comes out at 0.1327 / 0.1328 Eh. The highest occupied orbital energy (alpha / beta) is -0.0325 / -0.0331 hartree.

Atomic partial charges in e from the Mulliken method, atoms 1 to 2: W 3.015; C -0.373

No. 4
Molecular formula: C20H38Cl3N2O4RuSi
Method: DFT, ωB97M-V/def2-TZVPD

The geometry in XYZ format:
```
69
Properties=species:S:1:pos:R:3:forces:R:3
C -1.71708 -2.17257 -2.84716 -0.1812 0.0694 -0.3624
C -1.16452 -2.86229 -1.64876 0.3418 -0.8359 0.7059
H -1.42174 -2.69469 -3.76181 -0.1840 0.2469 0.0833
H -1.36963 -1.13149 -2.91016 -0.1039 -0.2369 0.0962
H -2.81734 -2.15805 -2.80388 0.2447 0.0653 -0.0381
C -0.53631 -4.04565 -1.68734 -0.3819 0.4662 -0.0914
C -0.36747 -4.85062 -2.93252 0.3046 -0.4000 -0.4517
H -0.13412 -4.49221 -0.77592 -0.2856 0.1670 -0.1461
H -0.20492 -4.23088 -3.82754 -0.0276 -0.2487 0.2928
H -1.24677 -5.48551 -3.12863 0.2361 0.1417 0.0515
H 0.49682 -5.51845 -2.82920 -0.1713 0.0571 -0.1284
Ru -0.28527 0.64482 0.75907 0.9117 -0.9329 -0.2443
Cl -2.52546 0.83783 0.93481 -1.9486 0.1382 0.5543
Cl 1.14115 3.70391 -0.06891 0.5078 -0.0700 1.6504
H 0.95697 4.60551 4.73907 -0.0275 -0.0964 -0.2257
H -1.31827 5.78735 3.93942 0.1145 -0.0516 -0.2376
C 1.10423 4.32466 3.68683 0.0685 0.1519 -0.1608
C -0.96834 5.48572 2.94106 -0.2248 -0.0154 0.2114
N -0.19326 4.25234 3.02075 -0.3660 -0.2719 0.0045
H 1.60587 3.35610 3.62414 -0.1205 0.2829 -0.0659
C -0.64731 3.12879 2.47648 1.4533 -0.3913 0.0982
O 0.09694 2.10573 2.34244 -1.1462 1.4367 1.1355
H -1.83635 5.32399 2.29109 0.2619 0.1090 0.1309
H -1.70136 3.12285 2.15814 0.3811 0.0592 -0.1550
H 1.71508 5.10313 3.20925 -0.0957 -0.3077 0.0437
H -0.34577 6.29372 2.52879 -0.1826 -0.3472 0.0220
H 1.73709 -1.27217 -2.24492 0.1531 0.1337 0.2856
H 2.57428 -3.53688 -0.48100 0.1188 0.2139 -0.0168
C 2.65743 -0.91399 -1.76048 -0.1429 -0.0201 -0.1934
C 3.31795 -2.76204 -0.24314 -0.1441 -0.2224 0.0854
N 2.76149 -1.42889 -0.39835 0.1042 0.2476 0.5018
H 2.67011 0.17982 -1.76069 -0.0672 -0.2552 0.0876
C 2.33797 -0.73983 0.65770 -0.0764 0.9602 -0.8403
O 1.85990 0.42940 0.56928 1.1749 -1.4357 0.5179
H 3.64760 -2.89878 0.79175 0.0075 -0.0474 -0.2243
H 2.44332 -1.23689 1.63702 0.0289 0.0957 -0.3145
H 3.51513 -1.30143 -2.31845 -0.0908 0.1845 0.0498
H 4.16336 -2.87753 -0.92853 -0.0591 0.0235 0.2568
O -0.25322 -1.15428 -0.38872 0.5152 0.5148 0.9465
C -1.27616 -2.08263 -0.34983 0.3281 -0.1048 0.3969
C 0.13078 -3.24506 1.39692 0.1195 -0.4495 0.1280
C -1.13118 -2.91550 0.92041 -0.6564 0.1222 -0.6316
H 1.00329 -2.79478 0.91087 -0.5293 -0.3628 0.2410
C 0.25804 -4.17529 2.43179 -0.1412 0.3350 -0.2441
H -2.24654 -1.56099 -0.33112 -0.1195 -0.2235 0.0419
C -2.28338 -3.38531 1.54656 0.4684 -0.2326 -0.0215
H 1.25928 -4.47850 2.74806 -0.3791 0.0204 0.0807
C -0.89436 -4.70636 3.01886 0.0884 -0.0487 0.1602
C -2.16178 -4.29497 2.59475 0.0339 0.0639 0.0334
H -3.24435 -3.04665 1.15563 0.1268 -0.2460 0.2291
H -0.79557 -5.43496 3.82729 -0.0923 0.2153 -0.2617
H -3.06063 -4.69143 3.06206 0.2147 0.0182 0.0235
Si -0.02753 3.21899 -1.82658 -0.8390 1.5097 -3.3055
Cl -0.34026 1.10769 -1.47985 0.2510 1.4982 -3.1095
C 1.62153 3.55226 -2.80657 0.3454 -0.0309 0.0514
C -1.57737 4.08782 -1.08505 -0.1393 0.0888 0.3740
C -0.88792 3.28428 -3.60080 -0.3081 -1.0685 0.3564
H 2.38933 2.82149 -2.52607 0.0782 0.1930 0.1516
H 2.00592 4.55531 -2.57946 0.0331 -0.2213 0.1652
H 1.51223 3.50271 -3.89587 -0.0912 -0.0577 0.2786
H -0.29493 2.70026 -4.31450 -0.3062 0.1162 -0.1061
H -0.92165 4.33077 -3.93360 0.0382 -0.1250 0.0788
H -1.90639 2.88154 -3.56157 -0.0522 0.1317 -0.2611
H -1.94957 3.54987 -0.19899 0.1510 0.2024 -0.0381
H -2.41143 4.12733 -1.80237 0.3608 -0.0954 0.1940
H -1.34620 5.12197 -0.79745 0.0251 -0.1643 0.0918
O -0.18269 -0.51522 2.70134 -0.6178 -0.5377 1.1464
H -1.13844 -0.61811 2.92653 0.8498 -0.0871 -0.1573
H 0.14970 0.18293 3.28759 -0.1414 -0.0374 -0.0015
```
Forces are in eV/Å.

Its multiplicity is 6. The LUMO energy (alpha / beta) comes out at 0.0085 / -0.0400 Eh. The highest occupied orbital energy (alpha / beta) is -0.2617 / -0.2627 hartree. The energy above the lowest of the compared OMol25 structures with the same formula, charge and spin is 14.2 kcal/mol.

Atomic partial charges in e from the Mulliken method, atoms 1 to 2: C -1.387; C 0.253